# 1
147
Properties=species:S:1:pos:R:3 method="wB97M-V/def2-TZVPD" e_above_lowest_kcal_mol=0.0 total_charge=+3 e_lumo_ev=-6.8
C -3.98292 -0.93845 -0.03744
N -4.36384 -2.17786 0.58393
C -5.76653 -2.50633 0.15767
C -3.50488 -3.17080 0.11240
C -4.24985 -1.95182 2.03756
C -4.41501 -3.17041 2.95353
O -5.65524 -3.85871 2.76125
H -4.04226 -1.03803 -1.12731
H -2.95026 -0.64104 0.15710
H -4.66031 -0.14921 0.29888
H -5.92427 -2.06588 -0.83407
H -6.39642 -2.03145 0.89722
H -5.90995 -3.58070 0.15892
H -3.73784 -3.40002 -0.91824
H -3.69361 -4.12613 0.61480
H -2.46934 -2.84721 0.22290
H -5.12941 -1.32144 2.23444
H -3.34901 -1.39633 2.31391
H -4.31644 -2.73507 3.96323
H -3.59827 -3.89733 2.85022
H -5.91015 -4.32667 3.56872
C 4.25937 -1.45687 -3.67366
N 4.24943 -0.01707 -3.77876
C 4.06547 0.55407 -2.41881
C 5.55005 0.40771 -4.29068
C 3.10343 0.52909 -4.55389
C 2.90632 0.02989 -5.96663
O 3.99035 0.41203 -6.78002
H 3.36081 -1.80586 -3.16710
H 5.09715 -1.76590 -3.04025
H 4.34748 -1.89003 -4.66391
H 4.16579 1.63318 -2.43115
H 4.85013 0.18028 -1.74934
H 3.10609 0.27954 -1.97727
H 5.48480 1.47821 -4.46906
H 5.75404 -0.08402 -5.22977
H 6.28535 0.22308 -3.50432
H 3.17959 1.62963 -4.55722
H 2.16684 0.28300 -4.02812
H 1.93189 0.41743 -6.30209
H 2.81368 -1.06791 -5.94358
H 3.80966 0.37173 -7.72699
C -1.37732 3.08939 -0.59719
N -1.42468 3.43512 -2.05544
C -0.44732 4.47029 -2.31535
C -1.02444 2.29341 -2.75019
C -2.76998 3.89178 -2.39273
C -3.89598 2.93193 -2.46572
O -4.20684 2.34558 -1.21460
H -0.34583 2.84880 -0.33407
H -1.98155 2.20307 -0.41256
H -1.74299 3.96934 -0.07519
H -0.54508 4.81316 -3.33797
H 0.54683 4.06244 -2.15974
H -0.66335 5.30814 -1.64754
H -1.66451 1.43565 -2.51310
H -0.02892 1.97970 -2.41167
H -1.02527 2.38767 -3.83896
H -2.72565 4.31660 -3.39941
H -2.97592 4.67171 -1.65892
H -3.70270 2.14207 -3.20994
H -4.74829 3.49270 -2.86491
H -5.16117 2.28187 -1.09454
C 3.73588 2.92162 1.01749
N 2.81256 3.93529 1.69601
C 1.75528 3.16501 2.30525
C 3.65955 4.56517 2.77145
C 2.30692 4.88180 0.67728
C 1.28110 5.89188 0.97574
O 0.00438 5.29470 1.18743
H 3.18238 2.29635 0.30285
H 4.17817 2.34177 1.83439
H 4.50788 3.45752 0.45020
H 1.23823 2.63146 1.50609
H 1.06999 3.82003 2.84462
H 2.23149 2.43707 2.95358
H 3.02606 5.17646 3.42101
H 4.42430 5.18318 2.28706
H 4.17678 3.78553 3.33801
H 2.00168 4.27258 -0.17972
H 3.17127 5.46815 0.38582
H 1.26155 6.53940 0.07449
H 1.56036 6.63550 1.73709
H -0.60933 6.02183 1.39230
C 2.14845 -3.01951 5.87314
N 0.85711 -2.35424 5.96741
C 0.61506 -1.97255 7.34536
C 0.90427 -1.14480 5.14962
C -0.20944 -3.31818 5.52554
C -1.52709 -2.78447 4.98879
O -2.25636 -1.92184 5.87672
H 2.09665 -3.95181 6.43973
H 2.96002 -2.34732 6.17464
H 2.29959 -3.24344 4.81576
H 1.37937 -1.26559 7.68431
H 0.64743 -2.92115 7.87877
H -0.38121 -1.54359 7.34102
H 1.08857 -1.38783 4.08244
H 1.82737 -0.65328 5.47495
H -0.04720 -0.59701 5.20221
H -0.41849 -3.89973 6.42435
H 0.20676 -3.97167 4.75541
H -2.08943 -3.72445 4.93590
H -1.47387 -2.40096 3.95425
H -2.43994 -1.09103 5.37764
C -0.42991 -4.31872 -4.07127
N -0.82469 -2.91372 -4.24474
C -1.66430 -2.49467 -3.11773
C 0.38160 -2.06688 -4.24311
C -1.52526 -2.74380 -5.55447
C -2.90539 -3.33212 -5.80015
O -2.94786 -4.72030 -5.55704
H -1.33851 -4.88330 -3.87369
H 0.27678 -4.40546 -3.25150
H 0.01898 -4.68628 -4.99088
H -1.88616 -1.43161 -3.22377
H -1.08008 -2.64395 -2.20486
H -2.53833 -3.14141 -3.14131
H 0.06920 -1.02467 -4.20764
H 0.94545 -2.26417 -5.15415
H 0.93055 -2.37556 -3.36094
H -0.82727 -3.11953 -6.30010
H -1.59979 -1.66537 -5.69435
H -3.07276 -3.10202 -6.86499
H -3.66326 -2.78856 -5.21965
H -3.69396 -4.91193 -4.97848
C 4.40463 -0.47770 3.14132
C 4.85286 0.50929 4.30589
O 5.27121 1.63691 3.86163
O 4.56143 -0.00008 5.41394
H 3.39616 -0.88191 3.29242
H 5.08793 -1.33364 3.06258
H 4.50714 0.05139 2.19184
C 0.89982 -0.65425 1.22819
C 0.49248 -0.03705 -0.13536
O -0.44471 -0.59089 -0.77336
O 1.16565 1.01056 -0.50499
H 1.39447 -1.60876 1.00916
H 0.00258 -0.78271 1.85823
H 1.57071 -0.07295 1.85829
C -2.13407 1.53778 2.37239
C -2.25556 1.14228 3.87536
O -1.76961 2.01207 4.64823
O -2.88816 0.05222 4.07186
H -3.17187 1.76738 2.08730
H -1.74139 0.72152 1.75155
H -1.53179 2.44395 2.22470

---

# 2
10
Properties=species:S:1:pos:R:3 method="wB97M-V/def2-TZVPD" e_above_lowest_kcal_mol=43.4 smiles="[H]/N=C1/NSCO1" e_lumo_ev=0.5
H 1.93671 1.51887 -0.83611
N 1.60196 1.40995 0.13739
C 0.65559 0.57627 0.14399
N -0.07151 0.19635 1.21063
S -1.65798 -0.27462 0.80225
C -0.82589 -0.98933 -0.65487
O 0.14309 -0.05598 -0.99944
H -0.01531 0.71163 2.03450
H -0.32417 -1.90403 -0.31510
H -1.44249 -1.18912 -1.52325

---

# 3
64
Properties=species:S:1:pos:R:3 method="wB97M-V/def2-TZVPD" e_above_lowest_kcal_mol=0.0 total_charge=+1 e_lumo_ev=-4.6
C 4.51945 2.99008 3.32538
N 4.39473 1.97384 2.31951
C 5.62988 1.65642 1.61036
C 5.60783 2.37202 0.29453
F 6.71770 2.18008 -0.47238
F 4.51839 1.98052 -0.45606
F 5.46474 3.72056 0.52025
C 3.24900 1.27961 2.10369
C 3.27646 -0.05297 1.59629
C 2.11396 -0.69636 1.25597
C 0.85227 -0.03044 1.33746
C -0.28299 -0.70895 0.85628
C -1.55405 -0.11861 0.64246
C -2.72348 -0.88356 0.91929
C -3.96830 -0.31800 0.84017
C -4.11220 0.97210 0.29215
N -5.37447 1.47246 0.08260
C -5.87456 1.70672 -1.25013
C -6.35957 1.53587 1.15371
C -6.10506 2.83918 1.87148
F -7.03933 3.17956 2.79764
F -4.87854 2.75482 2.51139
F -6.01345 3.86768 0.95765
C -2.96761 1.72382 -0.07413
C -1.70511 1.20150 0.11619
C 0.82140 1.26460 1.95706
C 1.98882 1.89647 2.32247
H 3.87800 2.78634 4.18974
H 5.56149 3.00151 3.65780
H 4.25809 3.99177 2.95746
H 6.47116 2.03341 2.20584
H 5.69830 0.58775 1.40413
H 4.23155 -0.56373 1.48716
H 2.16281 -1.72234 0.89491
H -0.17307 -1.77062 0.63531
H -2.63277 -1.93058 1.23557
H -4.87971 -0.86137 1.11670
H -5.42993 0.99996 -1.97438
H -6.96208 1.56218 -1.23801
H -5.65456 2.72047 -1.61457
H -7.36858 1.53700 0.72110
H -6.20187 0.72356 1.86903
H -3.11991 2.72931 -0.45387
H -0.83777 1.79172 -0.16736
H -0.12299 1.76574 2.16788
H 1.96559 2.91239 2.71787
C -0.98898 -5.02255 -0.84046
C -0.05425 -4.25766 -1.69283
N 0.50073 -3.08872 -1.39618
C 1.28851 -2.71450 -2.47815
C 1.21523 -3.71951 -3.46864
C 1.92747 -3.62845 -4.65934
C 2.73011 -2.48956 -4.86321
C 2.80930 -1.47496 -3.88174
C 2.08623 -1.58083 -2.68137
N 0.35295 -4.67660 -2.92664
H -1.16683 -4.44908 0.07822
H -1.94063 -5.17847 -1.36330
H -0.56218 -5.99917 -0.58118
H 1.85070 -4.43258 -5.39963
H 3.30583 -2.37642 -5.78883
H 3.43688 -0.59361 -4.04693
H 2.10455 -0.83237 -1.88427
H 0.06472 -5.53844 -3.36912

---

# 4
10
Properties=species:S:1:pos:R:3 method="wB97M-V/def2-TZVPD" e_above_lowest_kcal_mol=35.8 e_lumo_ev=-2.1
C 0.30763 -0.79663 -0.51292
C 1.17153 0.45036 0.11638
O -2.51482 -1.02839 -0.01987
O -1.95100 0.96781 1.22341
O 0.31243 -1.84360 0.06186
F 0.08861 -0.64687 -1.80233
F 2.47073 0.41677 -0.22696
F 1.05956 0.34606 1.44287
S -1.58209 0.04953 0.19572
Cl 0.63743 2.08497 -0.47816

---

# 5
47
Properties=species:S:1:pos:R:3 method="wB97M-V/def2-TZVPD" e_above_lowest_kcal_mol=0.0 e_lumo_ev=-0.2
Cs 1.65960 -1.58581 -1.19680
C 0.27846 0.33212 -4.09857
O 0.26538 -1.07200 -4.01077
C -0.95129 -1.64448 -3.72991
C -1.39715 -2.68508 -4.54427
C -2.56907 -3.33320 -4.25765
C -3.31958 -2.90129 -3.14905
C -2.93739 -1.83437 -2.37631
C -1.70613 -1.22544 -2.62026
N -1.00021 -0.36649 -1.71586
N -1.75180 0.14910 -0.84496
C -1.22170 1.02262 0.10686
C 0.18088 1.37098 0.23127
O 1.11759 1.02915 -0.50370
C 0.52212 2.22161 1.42526
C -0.35175 2.67811 2.29481
C -1.74609 2.40519 2.17748
C -2.69399 2.91652 3.05851
C -4.03286 2.50064 2.99909
C -4.39278 1.53549 2.04305
C -3.47582 1.09933 1.10611
C -2.14675 1.54222 1.12480
H -0.61602 0.69248 -4.65140
H 1.24573 0.60639 -4.61281
H 0.21068 0.78216 -3.10379
H -0.76835 -3.04929 -5.37904
H -2.92893 -4.18152 -4.81111
H -4.22584 -3.38390 -2.83911
H -3.57347 -1.53219 -1.60775
H 1.53135 2.44217 1.54506
H 0.02284 3.24874 3.13738
H -2.31316 3.49588 3.89496
H -4.71920 2.93102 3.68147
H -5.40721 1.15997 1.96818
H -3.79755 0.41619 0.37436
C 5.79054 -0.92718 3.18631
N 4.57698 -0.74797 2.44070
C 4.39667 0.59096 1.80920
C 3.80142 -1.79801 2.11295
O 2.88327 -1.85468 1.30232
H 5.79108 -0.49035 4.19198
H 6.63165 -0.52916 2.65123
H 6.05586 -1.97089 3.34728
H 4.97775 0.77100 0.96567
H 4.64127 1.30333 2.62249
H 3.29827 0.56371 1.53515
H 4.16472 -2.69381 2.71918

---

# 6
8
Properties=species:S:1:pos:R:3 method="wB97M-V/def2-TZVPD" e_above_lowest_kcal_mol=10.6 smiles=c1nc[nH]n1 e_lumo_ev=1.0
C 1.24252 -0.25347 0.04802
N 0.19963 -1.20421 0.02298
C -0.92522 -0.46855 -0.04167
N -0.55329 0.82584 0.09784
N 0.81133 0.97072 -0.03124
H 2.20830 -0.63907 -0.01950
H -1.95763 -0.91178 0.03419
H -1.02564 1.68052 -0.11063

---

# 7
84
Properties=species:S:1:pos:R:3 method="wB97M-V/def2-TZVPD" total_charge=-1 e_lumo_ev=1.9
C -0.52629 -2.12781 -0.38158
N -0.62614 -0.66840 -0.35526
C -1.82055 -0.21096 -1.06696
C 0.58259 -0.10983 -0.93248
O 0.61144 0.14567 -2.11294
C 1.70334 0.11051 0.02751
B 2.44446 1.57418 -0.08592
O 3.70949 1.55057 0.71878
C 4.35523 2.69005 0.20181
C 4.23460 2.46726 -1.30191
B 5.29491 1.39263 -1.77567
O 5.04643 0.58737 -2.85604
O 6.53885 1.23556 -1.13143
O 2.91608 1.95469 -1.46812
H -1.52667 -2.55330 -0.30071
H 0.07722 -2.48420 0.45518
H -0.07645 -2.48879 -1.31778
H -1.67157 0.81053 -1.40991
H -2.07055 -0.82563 -1.94111
H -2.67086 -0.21947 -0.38033
H 1.28424 0.03761 1.03369
H 2.43053 -0.70500 -0.08466
H 1.67948 2.45369 0.36789
H 5.37739 2.78340 0.57532
H 3.78119 3.59243 0.46929
H 4.37139 3.42215 -1.83949
H 5.77963 -0.01962 -3.00172
H 6.44546 0.74677 -0.30809
C -6.00897 3.27129 2.74325
C -4.66675 3.75393 2.24886
O -4.35194 3.18263 0.95896
C -4.84611 3.78976 -0.10318
O -5.52355 4.77532 -0.13992
C -4.35966 3.04711 -1.37476
F -4.52703 1.72612 -1.24386
F -3.06339 3.30190 -1.56788
F -5.04162 3.45326 -2.44430
H -6.03017 2.18196 2.77171
H -6.18622 3.65009 3.75015
H -6.81716 3.62035 2.10071
H -3.85904 3.40735 2.88948
H -4.61787 4.83975 2.17774
C 0.77242 1.85995 -4.63247
C 2.26510 2.04101 -4.63261
O 2.82750 1.76492 -5.96606
C 2.77322 2.72380 -6.84749
O 2.33827 3.83719 -6.74688
C 3.43769 2.25013 -8.16927
F 3.04816 1.01723 -8.52188
F 4.77650 2.23430 -8.03396
F 3.13887 3.07756 -9.17360
H 0.50744 0.85089 -4.94710
H 0.43312 1.98944 -3.60673
H 0.26965 2.58039 -5.28061
H 2.75458 1.33443 -3.97329
H 2.56349 3.04612 -4.34119
C 4.15988 -6.17624 -0.86238
C 3.98380 -6.32415 0.63071
O 2.66415 -5.88782 1.03949
C 1.68435 -6.75924 0.89514
O 1.75256 -7.88668 0.50099
C 0.35223 -6.11123 1.35600
F 0.23736 -4.87348 0.87796
F 0.32063 -6.05559 2.69876
F -0.68479 -6.83400 0.94264
H 3.96960 -5.14796 -1.16822
H 5.18345 -6.43537 -1.13393
H 3.48193 -6.83616 -1.40193
H 4.65778 -5.67451 1.18329
H 4.12693 -7.35293 0.95907
C -2.79140 -1.90463 5.32967
C -3.75703 -1.75952 6.48217
O -3.90646 -0.36605 6.86451
C -4.73973 0.34604 6.12966
O -5.40769 -0.02081 5.20869
C -4.78127 1.80999 6.64122
F -3.55782 2.27883 6.89566
F -5.50483 1.88271 7.76904
F -5.34927 2.58549 5.72063
H -1.82740 -1.46202 5.57846
H -2.64103 -2.96256 5.11428
H -3.17657 -1.42408 4.43186
H -3.38944 -2.24040 7.38524
H -4.74134 -2.15788 6.24016

---

# 8
117
Properties=species:S:1:pos:R:3 method="wB97M-V/def2-TZVPD" total_charge=-1 e_lumo_ev=1.1
C 6.30493 -3.19493 0.58547
C 7.70596 -2.96909 0.05918
O 7.74402 -2.21236 -1.14312
B 7.45223 -0.85207 -1.06469
O 7.59298 -0.22006 0.18055
Ga 6.74038 0.33961 -2.65521
O 6.38137 -0.61796 -4.23492
C 5.72288 -1.83151 -4.10261
C 4.23267 -1.78883 -3.81895
N 3.91096 -1.45441 -2.43744
C 2.48696 -1.53725 -2.13263
C 1.81754 -0.17268 -2.06224
C 0.35239 -0.38382 -1.63555
O 2.44589 0.70503 -1.15388
P 8.33187 2.02612 -3.26712
S 9.14998 1.62704 -5.04151
H 6.38478 -3.60619 1.59266
H 5.72960 -2.27724 0.66916
H 5.76514 -3.93418 0.00281
H 8.34701 -2.56786 0.83878
H 8.11962 -3.94736 -0.18000
H 8.44372 -0.48162 0.58417
H 5.46335 1.16274 -2.13486
H 6.17022 -2.49383 -3.34143
H 5.82410 -2.35481 -5.06322
H 3.85522 -2.81079 -4.01821
H 3.69408 -1.14209 -4.50644
H 4.44352 -2.04254 -1.81105
H 2.37709 -2.05072 -1.17645
H 1.97863 -2.09099 -2.92927
H 1.83467 0.26199 -3.05995
H 0.15905 -1.43571 -1.43150
H -0.32618 -0.06005 -2.41883
H 0.10960 0.18006 -0.74621
H 3.12797 0.23536 -0.65232
H 9.35352 2.18998 -2.29564
H 7.71695 3.28915 -3.32717
C -3.65038 -0.22231 -0.93811
Cl -2.61140 1.18466 -1.16077
Cl -5.11824 -0.06156 -1.91550
Cl -2.79504 -1.71281 -1.32540
H -3.94187 -0.26590 0.10325
C -6.18180 -2.84334 1.29836
Cl -5.50329 -3.92336 0.08159
Cl -4.89770 -1.96201 2.12831
Cl -7.32223 -1.71262 0.57201
H -6.71038 -3.44361 2.02876
C -10.37165 -1.35337 -2.45382
Cl -8.65792 -0.96830 -2.55658
Cl -10.92696 -2.20065 -3.89876
Cl -10.69739 -2.31621 -1.00914
H -10.92439 -0.42652 -2.37221
C 11.51636 -3.13697 2.02899
Cl 11.18351 -1.56335 1.30476
Cl 11.39522 -3.05455 3.78868
Cl 10.44226 -4.37875 1.38668
H 12.53138 -3.40663 1.77452
C -4.60493 -5.36784 4.52863
Cl -6.19703 -4.98061 3.86269
Cl -3.45798 -5.70928 3.23721
Cl -4.02641 -4.05712 5.55649
H -4.70665 -6.25529 5.13774
C 15.06827 -3.19649 4.92923
Cl 16.80708 -2.90404 4.98143
Cl 14.61910 -4.04923 3.45292
Cl 14.53800 -4.09332 6.35228
H 14.56388 -2.23936 4.92762
C -14.14738 -3.83763 -2.14362
Cl -14.68297 -2.27846 -2.77320
Cl -14.21124 -3.85509 -0.38105
Cl -15.11495 -5.15620 -2.81474
H -13.11500 -3.98231 -2.43863
C 7.78765 6.83035 -4.20411
Cl 9.27879 6.27249 -4.95959
Cl 6.60822 7.32753 -5.42177
Cl 7.10953 5.58484 -3.15848
H 8.01841 7.69154 -3.59171
C 1.09372 1.51166 2.37720
Cl 2.14123 2.91756 2.16865
Cl -0.36378 1.67228 1.39229
Cl 1.94882 0.01914 1.99622
H 0.79760 1.46769 3.41605
C 1.63046 6.36704 4.11249
Cl 0.26758 6.37483 5.23437
Cl 1.31461 7.42238 2.73656
Cl 3.11470 6.84739 4.94068
H 1.75889 5.35761 3.74675
C -0.78646 8.96408 8.67846
Cl 0.63414 8.50226 7.74496
Cl -2.10242 9.45980 7.61109
Cl -1.30164 7.64379 9.73200
H -0.52512 9.80751 9.30239
C 3.67412 8.40033 -2.57908
Cl 5.38477 8.84630 -2.52866
Cl 3.25996 7.58566 -4.08469
Cl 3.26560 7.38538 -1.19592
H 3.09207 9.30928 -2.51978
C -12.45475 -4.31565 3.47694
Cl -11.61744 -3.68715 2.05861
Cl -14.05661 -4.91601 3.04266
Cl -11.50290 -5.57817 4.26022
H -12.57946 -3.50382 4.18016
C -5.63412 1.94288 3.35633
Cl -5.61856 1.29886 1.71155
Cl -7.26925 2.41547 3.81833
Cl -4.96917 0.78231 4.50616
H -5.00991 2.82575 3.37453
C -12.77710 -4.47757 -6.98732
Cl -13.30388 -2.94015 -7.67167
Cl -12.80993 -4.41589 -5.22369
Cl -13.77213 -5.80565 -7.58624
H -11.75654 -4.65360 -7.29858
C -7.46209 2.74283 -1.10481
Cl -7.37399 2.78776 -2.86509
Cl -7.41191 4.37127 -0.42820
Cl -8.91359 1.88804 -0.57459
H -6.60059 2.19861 -0.73949

---

no.,gap between HOMO and LUMO (eV)
1,5.1
2,9.1
3,5.9
4,10.0
5,6.2
6,11.4
7,6.5
8,4.8